Record 1
76
Properties=species:S:1:pos:R:3:mulliken_charge:R:1 method="wB97M-V/def2-TZVPD" homo_ev="-4.971 / -7.530" e_above_lowest_kcal_mol=12.1 charge=0 lumo_energy_ev="-0.404 / -0.681" multiplicity=5 gap_ev="4.57 / 6.85"
Cr -1.2322 -0.8517 1.1679 0.3074
S -1.9382 -2.3780 -0.4503 -0.3939
C -1.6030 -3.8356 0.4917 0.6556
C -2.3647 -4.9896 0.3024 -0.8567
C -2.0887 -6.1523 1.0019 -0.6294
C -1.0397 -6.2018 1.9108 -0.6819
C -0.2624 -5.0734 2.1097 -0.6338
C -0.5557 -3.9090 1.4171 0.5083
S 0.4612 -2.4634 1.6113 -0.2985
C 0.4459 -2.1451 3.4114 -1.2521
C 0.4824 -0.6568 3.6274 0.4237
C 1.1729 -0.0776 4.6786 -1.0453
C 1.1030 1.2955 4.8487 -0.6178
C 0.3550 2.0578 3.9673 -1.0368
C -0.2961 1.4219 2.9239 0.7885
C -1.1091 2.1761 1.9084 -1.0449
S -2.5575 1.2170 1.3656 -0.4051
C -3.3513 0.9947 2.9446 0.3007
C -3.9307 2.1054 3.5516 -0.5550
C -4.5396 1.9821 4.7858 -0.7005
C -4.5802 0.7312 5.3955 -0.5731
C -4.0250 -0.3734 4.7793 -0.7983
C -3.3948 -0.2732 3.5311 0.9672
S -2.7879 -1.7199 2.7462 -0.4556
N -0.2216 0.0967 2.7708 1.2401
H -3.1923 -4.9534 -0.3941 0.4899
H -2.7023 -7.0290 0.8392 0.3897
H -0.8212 -7.1127 2.4512 0.4081
H 0.5783 -5.1023 2.7922 0.4234
H 1.3009 -2.6264 3.8819 0.6449
H -0.4879 -2.5423 3.8150 0.3428
H 1.7452 -0.6983 5.3536 0.5213
H 1.6267 1.7692 5.6685 0.4222
H 0.2752 3.1300 4.0796 0.5409
H -0.5227 2.3685 1.0066 0.2648
H -1.4486 3.1270 2.3148 0.6329
H -3.9065 3.0638 3.0458 0.4581
H -4.9876 2.8439 5.2613 0.3958
H -5.0587 0.6174 6.3599 0.3724
H -4.0721 -1.3452 5.2535 0.4610
S 2.0593 -3.3376 -1.2423 -0.3491
C 1.1406 -2.7227 -2.4919 -0.0173
N 1.1629 -1.4692 -2.9719 0.0749
C 0.3364 -1.3106 -4.1583 -0.4117
C -0.5655 -2.5482 -4.0571 -0.4156
N 0.2501 -3.4312 -3.2325 -0.1866
H 1.8112 -0.7824 -2.6259 0.1185
H 0.9434 -1.3212 -5.0675 0.3509
H -0.2267 -0.3809 -4.1222 0.2005
H -0.7706 -2.9906 -5.0305 0.3551
H -1.5105 -2.3110 -3.5614 0.1919
H -0.1110 -4.2803 -2.8339 0.2965
N 3.3535 2.9276 -2.9089 0.0786
C 3.6611 3.7191 -3.9969 0.7034
C 4.8457 4.2871 -4.4388 -1.0066
C 4.7856 5.0442 -5.5997 -0.4245
C 3.5798 5.2221 -6.2870 -0.4551
C 2.4010 4.6507 -5.8378 -0.7610
C 2.4402 3.8859 -4.6738 0.4206
N 1.4274 3.2151 -4.0209 -0.6694
C 1.9983 2.6495 -2.9696 -0.0220
C 1.3235 1.8439 -2.0083 0.9025
C -0.0779 1.6002 -2.1294 -0.8388
C -0.7156 0.7879 -1.2521 -1.1233
N -0.0952 0.1855 -0.1737 2.0660
C 1.2451 0.4294 -0.0425 -1.3381
C 1.9600 1.2165 -0.8911 -0.7994
H 3.9970 2.5971 -2.2152 0.1378
H 5.7787 4.1483 -3.9069 0.3700
H 5.6878 5.5049 -5.9806 0.3733
H 3.5726 5.8196 -7.1896 0.3754
H 1.4679 4.7872 -6.3684 0.4225
H -0.6209 2.0507 -2.9490 0.5485
H -1.7703 0.5663 -1.3723 0.3959
H 1.7462 -0.0671 0.7797 0.2002
H 3.0203 1.3266 -0.6999 0.2544



Record 2
75
Properties=species:S:1:pos:R:3:mulliken_charge:R:1 method="wB97M-V/def2-TZVPD" homo_ev=-7.654 e_above_lowest_kcal_mol=18.3 charge=0 lumo_energy_ev=-0.220 gap_ev=7.43
Ir -0.1611 -0.1168 0.2210 0.9620
S 4.0862 -0.7839 1.5859 -0.2922
C 4.1558 -0.8413 -0.1239 -0.4706
C 2.9446 -0.6119 -0.7118 -1.4224
C 1.8986 -0.3662 0.2268 0.6788
C 2.3976 -0.4361 1.5057 -0.2250
C 1.4766 -0.2572 2.5885 1.2915
C 1.7900 -0.2557 3.9495 -0.9468
C 0.8076 -0.0237 4.8826 -0.6520
C -0.4972 0.2061 4.4499 -0.9160
C -0.7614 0.1819 3.1017 -0.1427
N 0.1926 -0.0435 2.1844 0.9502
H 5.0965 -1.0511 -0.6093 0.5079
H 2.8089 -0.6349 -1.7854 0.4559
H 2.8152 -0.4354 4.2433 0.5040
H 1.0469 -0.0157 5.9375 0.4339
H -1.3040 0.3906 5.1438 0.4876
H -1.7542 0.3420 2.7139 0.0657
C -2.3356 -0.1816 0.2698 -1.3667
Si -2.8145 1.4445 -0.4149 -0.4079
C -1.4997 2.5974 0.3604 -1.1625
N -0.1234 2.0168 0.1925 0.5511
C 0.8107 2.6497 1.1722 -1.0349
C 1.0710 4.1245 0.9034 -0.7901
C 1.5749 4.3559 -0.5359 -0.7718
C 1.6763 3.0314 -1.2867 -1.1709
C 0.3567 2.2855 -1.2203 -0.2301
C -2.5923 1.4754 -2.2798 0.3931
C -2.1074 0.3505 -2.9522 -0.4430
C -1.8410 0.3897 -4.3157 -0.7192
C -2.0616 1.5561 -5.0325 -0.5218
C -2.5530 2.6834 -4.3851 -0.7857
C -2.8142 2.6389 -3.0237 0.2541
C -4.4749 2.2100 0.0339 0.5704
C -4.7309 2.6149 1.3475 -0.3224
C -5.9648 3.1252 1.7225 -0.6875
C -6.9799 3.2386 0.7825 -0.4569
C -6.7523 2.8378 -0.5254 -0.6769
C -5.5129 2.3302 -0.8927 -0.3168
H -2.6819 -1.0176 -0.3445 0.5768
H -2.7839 -0.3398 1.2558 0.6233
H -1.6969 2.6472 1.4365 0.6281
H -1.5123 3.6261 -0.0122 0.5965
H 1.7412 2.0861 1.1355 0.3946
H 0.3800 2.5147 2.1630 0.4568
H 1.8133 4.4523 1.6334 0.4999
H 0.1729 4.7103 1.1038 0.2829
H 2.5418 4.8598 -0.5332 0.4398
H 0.8858 5.0114 -1.0740 0.3070
H 2.4858 2.4095 -0.8976 0.3433
H 1.8979 3.2062 -2.3413 0.4869
H 0.4491 1.3237 -1.7379 0.1337
H -0.4177 2.8467 -1.7411 0.3376
H -1.9242 -0.5710 -2.4082 0.2876
H -1.4631 -0.4939 -4.8148 0.4928
H -1.8574 1.5876 -6.0953 0.3966
H -2.7329 3.5940 -4.9430 0.4082
H -3.1959 3.5284 -2.5311 0.4714
H -3.9559 2.5268 2.1034 0.1757
H -6.1368 3.4325 2.7465 0.4032
H -7.9453 3.6347 1.0704 0.3684
H -7.5421 2.9183 -1.2618 0.4070
H -5.3545 2.0189 -1.9188 0.3407
F 0.8484 -7.1931 -0.0848 -0.3161
C 0.5695 -5.8912 -0.2272 0.6484
C 0.6143 -5.0381 0.8582 -0.0975
F 0.9305 -5.5167 2.0663 -0.3126
C 0.3283 -3.6932 0.7084 0.2195
F 0.3500 -2.9176 1.8069 -0.2666
C -0.0167 -3.1377 -0.5294 0.3584
O -0.3092 -1.8788 -0.7239 -0.6686
C -0.0630 -4.0341 -1.6061 -0.1311
F -0.3906 -3.5639 -2.8193 -0.3006
C 0.2244 -5.3762 -1.4650 0.1414
F 0.1733 -6.1854 -2.5275 -0.3070



Record 3
74
Properties=species:S:1:pos:R:3:mulliken_charge:R:1 method="wB97M-V/def2-TZVPD" homo_ev="-2.545 / -4.951" charge=-1 lumo_energy_ev="2.583 / 0.846" multiplicity=6 gap_ev="5.13 / 5.80"
Ru 0.2115 -0.8468 -0.9306 -0.1905
N -4.0101 -2.4335 -1.0361 -0.5708
C -2.6993 -2.0247 -0.8671 0.3187
S -1.9479 -1.2372 -2.2374 -0.5383
N -2.1122 -2.3089 0.2520 -1.5112
N -0.8680 -1.8997 0.4520 2.4508
C -0.2373 -2.3852 1.5568 -1.7179
C 0.8362 -1.8086 2.2314 1.6557
C 1.3849 -2.4837 3.3552 -1.2103
C 2.4254 -1.9704 4.0787 -0.6612
C 2.9855 -0.7332 3.7320 -0.6468
C 2.4907 -0.0393 2.6521 -0.8023
C 1.4359 -0.5380 1.8722 -0.0348
O 1.0143 0.1847 0.8821 0.2065
H -4.4930 -1.9131 -1.7512 0.2629
H -4.5179 -2.5265 -0.1684 0.2473
H -0.6382 -3.3182 1.9505 0.0883
H 0.9641 -3.4431 3.6289 0.3884
H 2.8296 -2.5237 4.9166 0.3843
H 3.8140 -0.3325 4.3000 0.4193
H 2.9110 0.9107 2.3491 0.3828
C 2.2750 -4.5464 -3.0177 -1.9545
C 1.4093 -3.8001 -2.0018 1.9284
C 0.4000 -4.7376 -1.3425 -1.6604
O 0.7424 -2.7016 -2.6225 -0.3556
C 2.3452 -3.2063 -0.8772 -0.0279
O 3.2226 -3.9395 -0.4383 -0.7659
O 2.0861 -2.0307 -0.5180 -0.3465
H 1.6632 -5.0257 -3.7846 0.3893
H 2.8567 -5.2938 -2.4834 0.3723
H 2.9654 -3.8530 -3.4964 0.3959
H -0.2020 -5.2538 -2.0961 0.4631
H -0.2705 -4.1692 -0.6950 0.1923
H 0.9251 -5.4740 -0.7369 0.3631
H -0.1148 -2.9902 -2.9660 0.2543
C -4.1862 3.9908 -1.6381 -0.5311
C -4.1318 3.8166 -0.2643 -0.6973
C -3.1918 2.9725 0.3017 -0.4228
C -2.2821 2.2936 -0.5049 0.6860
C -2.3720 2.4415 -1.8915 -0.5182
C -3.3101 3.2860 -2.4518 -0.8377
P -0.8849 1.2577 0.1087 1.8845
C -1.1572 1.3506 1.9025 0.2684
C -2.1836 0.5284 2.3735 -0.3216
C -2.3975 0.3800 3.7302 -0.7782
C -1.5910 1.0493 4.6398 -0.6027
C -0.5618 1.8558 4.1789 -0.6221
C -0.3324 1.9933 2.8217 -0.6091
C 0.4245 2.3936 -0.4516 0.6158
C 0.5624 3.6699 0.0363 -0.3861
C 1.5808 4.5028 -0.4491 -1.1066
C 2.4300 4.0588 -1.4258 -0.8349
C 2.2840 2.7720 -1.9861 0.8330
C 3.1317 2.3014 -3.0121 -0.9143
C 2.9268 1.0690 -3.5687 -0.9974
C 1.8783 0.2475 -3.1176 -0.4133
C 1.0742 0.6246 -2.0654 1.3525
C 1.2554 1.9192 -1.4995 -0.5525
H -4.9036 4.6731 -2.0743 0.3715
H -4.8238 4.3523 0.3721 0.4064
H -3.1587 2.8545 1.3769 0.3144
H -1.6932 1.8784 -2.5233 0.2872
H -3.3630 3.4042 -3.5264 0.4094
H -2.7948 -0.0120 1.6581 0.3842
H -3.1763 -0.2823 4.0836 0.3924
H -1.7550 0.9300 5.7027 0.3625
H 0.0765 2.3639 4.8903 0.3737
H 0.4965 2.5894 2.4694 0.4302
H -0.1142 4.0390 0.7967 0.6339
H 1.6876 5.4999 -0.0402 0.4170
H 3.2157 4.7010 -1.8044 0.3691
H 3.9441 2.9335 -3.3450 0.3593
H 3.5855 0.7052 -4.3480 0.4123
H 1.7285 -0.7123 -3.5972 0.4131



The records above yield DFT total energy values of -127286.886 -75910.858 -71111.454 eV, respectively.